{
  "formula": "C4H3F",
  "method": "ωB97M-V/def2-TZVPD",
  "total_energy_ev": -6903.0727,
  "spin_multiplicity": 3,
  "homo_energy_ev": [-8.29, -8.79],
  "homo_lumo_gap_ev": [8.6, 4.2],
  "charge": 0,
  "elements": ["C", "C", "C", "C", "F", "H", "H", "H"],
  "positions_angstrom": [[-1.627, -2.154, -0.279], [-1.624, -0.956, -0.411], [0.737, 1.257, 0.329], [-0.560, 1.150, 0.625], [-1.529, 1.866, 1.168], [-1.640, -3.250, -0.431], [1.376, 2.011, 0.602], [0.896, 0.398, -0.286]]
}